[1]
DFT (ωB97M-V with the def2-TZVPD basis set) results for a structure of composition C43H71NO3P2S3ScSi in a non-equilibrium geometry.

```
125
Properties=species:S:1:pos:R:3:lowdin_charge:R:1
Sc 9.976 -10.136 18.202 0.89
C 7.928 -7.801 16.322 -0.12
Si 7.091 -8.341 17.884 0.61
C 5.330 -8.903 17.582 -0.23
C 4.312 -8.247 16.894 -0.05
C 3.005 -8.722 16.853 -0.01
C 2.728 -9.950 17.433 -0.01
C 3.755 -10.663 18.067 -0.05
C 5.027 -10.132 18.139 -0.30
P 6.403 -10.764 19.097 1.08
C 6.724 -12.598 19.046 -0.28
C 5.760 -13.541 19.910 -0.18
C 5.906 -14.961 19.403 -0.17
C 7.385 -15.363 19.184 -0.17
C 8.266 -14.395 19.947 -0.17
C 8.227 -12.939 19.335 -0.19
C 6.191 -10.077 20.753 -0.34
C 7.334 -10.538 21.659 -0.19
C 7.202 -9.979 23.092 -0.16
C 5.818 -10.408 23.686 -0.17
C 4.660 -9.922 22.812 -0.15
C 4.795 -10.408 21.331 -0.15
C 7.461 -7.131 19.229 -0.24
C 6.308 -6.428 19.663 -0.08
C 6.461 -5.377 20.532 -0.05
C 7.703 -5.009 20.988 -0.02
C 8.853 -5.730 20.621 -0.07
C 8.742 -6.799 19.756 -0.35
P 10.237 -7.802 19.566 1.10
C 10.689 -8.076 21.397 -0.39
C 11.671 -7.143 22.061 -0.21
C 12.007 -7.511 23.513 -0.18
C 12.584 -8.918 23.627 -0.18
C 11.536 -9.857 22.998 -0.17
C 11.202 -9.500 21.546 -0.26
C 11.464 -6.883 18.535 -0.45
C 12.735 -7.674 18.337 -0.22
C 13.508 -7.110 17.146 -0.16
C 13.256 -5.606 16.941 -0.17
C 13.054 -4.940 18.271 -0.18
C 11.786 -5.443 18.943 -0.19
H 7.498 -6.813 16.000 0.08
H 8.997 -7.592 16.425 0.01
H 7.742 -8.464 15.469 0.05
H 4.525 -7.297 16.381 0.13
H 2.264 -8.189 16.333 0.11
H 1.757 -10.385 17.445 0.12
H 3.502 -11.644 18.448 0.11
H 6.554 -12.831 18.004 0.12
H 6.005 -13.401 20.957 0.10
H 4.690 -13.203 19.833 0.12
H 5.433 -15.603 20.187 0.14
H 5.253 -15.044 18.573 0.10
H 7.572 -16.360 19.507 0.11
H 7.655 -15.399 18.127 0.12
H 7.944 -14.392 21.023 0.13
H 9.337 -14.710 19.986 0.12
H 8.664 -12.252 20.127 0.10
H 8.734 -12.889 18.405 0.03
H 6.258 -8.975 20.653 0.12
H 7.301 -11.615 21.725 0.10
H 8.292 -10.261 21.259 0.07
H 7.960 -10.382 23.762 0.11
H 7.336 -8.927 23.113 0.10
H 5.837 -11.508 23.816 0.12
H 5.732 -10.078 24.725 0.12
H 3.714 -10.212 23.214 0.11
H 4.723 -8.826 22.784 0.12
H 4.661 -11.473 21.268 0.09
H 4.054 -9.940 20.659 0.12
H 5.286 -6.660 19.290 0.12
H 5.558 -4.910 20.931 0.13
H 7.842 -4.177 21.652 0.12
H 9.781 -5.429 21.092 0.09
H 9.688 -8.026 21.872 0.12
H 12.647 -7.079 21.552 0.12
H 11.296 -6.118 22.083 0.10
H 12.700 -6.752 23.880 0.13
H 11.051 -7.518 24.094 0.14
H 13.572 -9.017 23.196 0.12
H 12.671 -9.123 24.707 0.13
H 11.855 -10.889 23.063 0.11
H 10.629 -9.840 23.633 0.12
H 12.115 -9.516 20.929 0.11
H 10.466 -10.242 21.197 0.07
H 10.901 -6.728 17.575 0.11
H 13.310 -7.583 19.282 0.13
H 12.537 -8.729 18.181 0.07
H 14.559 -7.285 17.302 0.12
H 13.327 -7.696 16.255 0.10
H 14.040 -5.142 16.358 0.12
H 12.356 -5.443 16.357 0.11
H 13.905 -5.086 18.948 0.13
H 13.080 -3.882 18.222 0.11
H 11.866 -5.307 20.021 0.10
H 10.947 -4.798 18.674 0.12
C 12.874 -11.183 15.142 -0.46
C 12.386 -12.482 15.871 -0.39
S 10.740 -12.344 16.717 0.91
C 9.540 -12.880 15.499 -0.48
C 9.768 -12.430 14.066 -0.43
S 9.621 -10.585 13.784 0.92
C 10.609 -10.268 12.313 -0.48
C 12.128 -10.070 12.626 -0.52
S 12.978 -11.494 13.320 0.91
H 13.847 -10.900 15.469 0.06
H 12.202 -10.354 15.330 0.01
H 13.078 -12.727 16.663 0.07
H 12.284 -13.332 15.216 0.07
H 8.568 -12.527 15.847 0.07
H 9.538 -13.939 15.510 0.08
H 9.026 -12.911 13.429 0.10
H 10.789 -12.678 13.705 0.03
H 10.184 -9.321 11.934 0.09
H 10.477 -11.005 11.552 0.08
H 12.341 -9.242 13.321 0.07
H 12.642 -9.861 11.692 0.08
O 11.419 -11.530 19.418 -0.12
H 11.999 -11.330 20.157 0.07
H 11.522 -12.491 19.266 0.08
O 8.302 -10.718 17.305 -0.36
N 7.713 -9.962 18.433 -0.36
O 10.693 -9.237 16.391 -0.19
H 11.184 -8.470 16.106 0.07
H 10.313 -9.673 15.567 -0.03
```

Relative energy (zero: lowest compared OMol25 entry of this formula, charge and spin), eV: 1.304
Total charge: +3
Gap between HOMO and LUMO, eV: 7.21
Calculated total energy, Eh: -4888.34300

---

[2]
DFT (ωB97M-V with the def2-TZVPD basis set) results for a cluster of 7 separate species, C43H73O14P2S in total in a non-equilibrium geometry.

```
133
Properties=species:S:1:pos:R:3:lowdin_charge:R:1
C -1.199 1.388 -6.897 -0.15
C -0.215 2.668 -6.549 -0.26
C -1.121 3.666 -5.562 -0.22
C -0.292 3.745 -4.137 -0.22
C -0.860 4.936 -3.147 -0.22
C -1.814 4.332 -1.943 -0.23
C -3.279 3.779 -2.465 -0.21
C -3.330 2.159 -2.730 -0.21
C -4.206 1.330 -1.571 -0.20
C -3.362 1.377 -0.128 -0.25
C -2.797 -0.086 0.345 -0.40
P -0.921 -0.140 0.736 0.23
C -1.037 -2.044 0.684 -0.37
C -0.752 -2.639 -0.852 -0.15
C 0.718 -2.690 -1.573 -0.06
C 0.987 -3.238 -3.117 -0.07
C -0.303 -3.766 -3.986 -0.07
C -1.787 -3.768 -3.255 -0.20
C -3.059 -4.357 -4.165 -0.14
C -2.051 -3.226 -1.724 -0.01
P 1.239 -0.106 0.996 0.25
O 1.941 -1.554 1.658 -0.36
O 1.574 1.174 2.182 -0.40
S 2.168 0.500 -0.649 0.10
H -1.559 0.968 -5.841 0.10
H -2.138 1.801 -7.508 0.07
H -0.652 0.549 -7.504 0.07
H 0.760 2.286 -5.975 0.11
H 0.153 3.242 -7.506 0.09
H -2.193 3.205 -5.363 0.09
H -1.273 4.711 -6.078 0.11
H -0.313 2.693 -3.623 0.11
H 0.846 3.957 -4.412 0.11
H -1.478 5.709 -3.777 0.10
H 0.109 5.462 -2.692 0.11
H -1.173 3.534 -1.375 0.10
H -1.978 5.229 -1.177 0.11
H -4.066 4.117 -1.655 0.10
H -3.522 4.382 -3.461 0.11
H -3.905 2.002 -3.756 0.10
H -2.226 1.779 -2.802 0.10
H -4.468 0.231 -1.906 0.10
H -5.200 1.971 -1.432 0.10
H -4.122 1.773 0.690 0.10
H -2.550 2.206 -0.273 0.07
H -3.351 -0.353 1.361 0.08
H -3.154 -0.883 -0.447 0.06
H -1.132 -0.206 2.174 -0.02
H -0.903 1.314 0.842 -0.03
H -0.691 -0.100 -0.711 -0.02
H -2.184 -2.309 0.886 0.07
H -0.435 -2.610 1.513 0.08
H 1.661 -2.322 -0.986 0.02
H 2.106 -3.226 -3.533 0.08
H -0.104 -4.122 -5.090 0.07
H -2.659 -4.504 -5.255 0.06
H -3.970 -3.628 -4.069 0.07
H -3.320 -5.422 -3.715 0.08
H -3.156 -3.242 -1.272 0.10
H 2.515 -2.046 1.001 0.05
H 2.047 1.935 1.703 0.05
O 7.465 0.761 5.112 0.08
C 6.245 0.754 5.078 -0.46
O 5.466 1.870 5.185 0.03
C 4.093 1.482 5.215 -0.16
C 4.051 0.119 4.576 -0.16
C 5.386 -0.468 4.962 -0.09
H 3.759 1.463 6.258 0.10
H 3.492 2.210 4.663 0.13
H 3.198 -0.483 4.901 0.12
H 3.997 0.222 3.485 0.12
H 5.344 -0.970 5.933 0.12
H 5.764 -1.145 4.192 0.13
O 1.962 -0.285 7.646 0.10
C 1.464 0.789 7.939 -0.45
O 2.123 1.984 7.883 0.01
C 1.276 3.011 8.397 -0.17
C -0.125 2.473 8.265 -0.17
C 0.070 0.990 8.453 -0.08
H 1.551 3.201 9.439 0.13
H 1.417 3.929 7.819 0.13
H -0.825 2.916 8.979 0.12
H -0.504 2.669 7.254 0.13
H 0.034 0.705 9.508 0.14
H -0.652 0.413 7.870 0.14
O -4.492 3.306 -6.895 0.09
C -4.935 2.412 -7.597 -0.47
O -4.946 1.092 -7.246 0.02
C -5.433 0.320 -8.342 -0.16
C -6.228 1.283 -9.185 -0.18
C -5.500 2.586 -8.974 -0.09
H -4.577 -0.097 -8.883 0.13
H -6.051 -0.502 -7.969 0.13
H -6.295 0.983 -10.234 0.08
H -7.249 1.365 -8.791 0.13
H -4.677 2.711 -9.684 0.14
H -6.182 3.438 -9.016 0.13
O -7.548 1.301 -11.515 0.08
C -7.483 2.317 -12.187 -0.43
O -7.064 3.527 -11.713 0.03
C -7.219 4.510 -12.736 -0.16
C -7.244 3.737 -14.029 -0.17
C -7.890 2.437 -13.624 -0.08
H -8.153 5.054 -12.559 0.13
H -6.385 5.216 -12.699 0.13
H -7.774 4.258 -14.831 0.12
H -6.218 3.548 -14.368 0.12
H -8.981 2.488 -13.684 0.14
H -7.509 1.599 -14.213 0.13
O 7.958 -4.314 10.376 0.08
C 8.023 -3.298 9.705 -0.43
O 8.442 -2.088 10.178 0.03
C 8.287 -1.106 9.155 -0.16
C 8.262 -1.878 7.862 -0.16
C 7.616 -3.179 8.267 -0.08
H 7.353 -0.562 9.332 0.13
H 9.121 -0.399 9.192 0.13
H 7.732 -1.358 7.060 0.11
H 9.288 -2.067 7.523 0.13
H 6.525 -3.128 8.207 0.14
H 7.998 -4.017 7.679 0.13
O 4.446 -8.599 13.278 0.09
C 5.228 -8.113 12.479 -0.46
O 5.393 -6.772 12.282 0.03
C 6.304 -6.566 11.203 -0.18
C 7.103 -7.839 11.108 -0.17
C 6.109 -8.886 11.545 -0.09
H 5.728 -6.367 10.293 0.13
H 6.939 -5.701 11.416 0.09
H 7.514 -8.016 10.110 0.12
H 7.938 -7.807 11.818 0.12
H 5.508 -9.251 10.707 0.13
H 6.600 -9.714 12.060 0.13
```

Total charge: -1
Gap between HOMO and LUMO, eV: 6.05
Calculated total energy, Eh: -3816.09043

---

[3]
DFT (ωB97M-V with the def2-TZVPD basis set) results for a structure of composition C43H76N4O4PRb in a non-equilibrium geometry.

```
129
Properties=species:S:1:pos:R:3:lowdin_charge:R:1
Rb 2.194 0.352 0.078 0.91
C -0.062 -4.171 2.817 -0.18
C -0.394 -2.690 3.012 -0.24
N -0.258 -1.892 1.812 -0.04
C -1.453 -1.752 1.020 -0.23
C -1.289 -0.786 -0.148 -0.22
N -0.260 -1.165 -1.107 -0.07
C -0.542 -2.418 -1.808 -0.21
C 0.128 -3.657 -1.194 -0.16
C 1.568 -3.846 -1.679 -0.22
N 2.490 -2.919 -1.023 -0.06
C 3.550 -3.553 -0.237 -0.20
C 3.054 -4.491 0.874 -0.23
N 2.052 -3.791 1.628 -0.07
C 1.443 -4.446 2.755 -0.24
H -0.532 -4.526 1.894 0.10
H -0.495 -4.743 3.648 0.10
H 0.279 -2.285 3.772 0.10
H -1.419 -2.605 3.419 0.09
H 0.173 -1.000 2.007 0.06
H -2.318 -1.406 1.620 0.10
H -1.741 -2.736 0.627 0.11
H -1.045 0.208 0.246 0.09
H -2.277 -0.702 -0.635 0.12
H -0.175 -0.424 -1.804 0.07
H -0.176 -2.289 -2.828 0.09
H -1.631 -2.580 -1.880 0.11
H -0.466 -4.545 -1.438 0.11
H 0.162 -3.556 -0.108 0.07
H 1.589 -3.673 -2.762 0.08
H 1.901 -4.879 -1.531 0.10
H 1.936 -2.353 -0.385 0.04
H 4.136 -2.756 0.226 0.11
H 4.216 -4.101 -0.912 0.11
H 3.927 -4.822 1.466 0.11
H 2.608 -5.395 0.436 0.10
H 2.395 -2.857 1.881 0.07
H 1.894 -4.109 3.704 0.12
H 1.612 -5.528 2.700 0.11
C 1.084 1.501 -3.416 -0.08
C 0.911 0.369 -4.254 -0.15
C -0.499 0.233 -4.478 -0.16
C -1.123 1.295 -3.772 -0.07
C -0.159 2.085 -3.133 -0.25
C -0.389 3.438 -2.491 -0.56
C 0.669 3.736 -1.425 -0.06
C -1.787 3.518 -1.873 -0.06
C -0.279 4.535 -3.566 -0.06
C -1.392 -0.654 -5.365 -0.53
C -2.760 -0.867 -4.696 -0.07
C -1.649 0.073 -6.702 -0.06
C -0.889 -2.067 -5.688 -0.07
C 2.135 -0.303 -4.887 -0.52
C 2.284 -1.785 -4.510 -0.06
C 2.142 -0.109 -6.414 -0.06
C 3.431 0.361 -4.397 -0.08
H 2.037 1.903 -3.101 0.08
H -2.187 1.491 -3.758 0.08
H 0.710 2.945 -0.679 0.05
H 0.465 4.683 -0.914 0.08
H 1.661 3.801 -1.875 0.08
H -1.944 2.710 -1.156 0.07
H -2.554 3.429 -2.646 0.07
H -1.932 4.475 -1.361 0.07
H 0.708 4.506 -4.031 0.08
H -0.436 5.533 -3.137 0.07
H -1.022 4.369 -4.349 0.08
H -3.302 0.070 -4.574 0.06
H -2.642 -1.316 -3.708 0.07
H -3.377 -1.532 -5.310 0.07
H -2.084 1.056 -6.512 0.08
H -2.332 -0.500 -7.342 0.07
H -0.715 0.228 -7.243 0.06
H -0.817 -2.679 -4.788 0.07
H 0.076 -2.081 -6.180 0.05
H -1.607 -2.554 -6.358 0.07
H 1.405 -2.378 -4.750 0.04
H 2.464 -1.872 -3.436 0.07
H 3.141 -2.228 -5.032 0.08
H 1.278 -0.546 -6.901 0.04
H 3.042 -0.552 -6.857 0.07
H 2.133 0.960 -6.641 0.09
H 3.526 0.298 -3.312 0.08
H 3.478 1.412 -4.687 0.08
H 4.289 -0.156 -4.837 0.08
O 5.032 -1.040 2.784 -0.01
C 4.021 -0.466 2.375 -0.66
O 2.908 -1.024 2.041 -0.29
C 4.016 1.077 2.173 -0.73
O 3.718 1.793 3.150 -0.04
O 4.228 1.467 0.988 -0.25
C 0.816 3.154 2.666 -0.10
C -0.671 3.091 3.041 -0.67
C -0.984 4.312 3.945 -0.09
C -1.475 3.192 1.735 -0.13
P -1.040 1.349 3.650 1.18
C -2.844 1.344 4.072 -0.34
C -3.687 2.432 4.303 -0.09
C -5.045 2.258 4.550 -0.10
C -5.598 0.988 4.578 -0.11
C -4.782 -0.109 4.336 -0.09
C -3.434 0.074 4.074 -0.13
C -0.203 1.048 5.314 -0.69
C -0.221 2.222 6.289 -0.10
C -0.893 -0.146 5.982 -0.11
C 1.246 0.640 5.016 -0.09
H 0.992 4.051 2.065 0.09
H 1.170 2.296 2.088 0.05
H 1.471 3.205 3.533 0.07
H -1.665 5.001 3.437 0.08
H -0.067 4.865 4.159 0.08
H -1.424 4.058 4.905 0.04
H -1.225 4.126 1.224 0.08
H -2.554 3.170 1.902 0.07
H -1.225 2.373 1.058 0.05
H -3.303 3.438 4.279 0.08
H -5.671 3.126 4.717 0.09
H -6.656 0.855 4.766 0.09
H -5.198 -1.109 4.330 0.10
H -2.817 -0.788 3.849 0.07
H -1.241 2.540 6.527 0.07
H 0.334 3.076 5.902 0.07
H 0.259 1.915 7.225 0.08
H -1.920 0.073 6.278 0.07
H -0.327 -0.407 6.882 0.08
H -0.897 -1.022 5.333 0.06
H 1.856 1.421 4.570 0.05
H 1.298 -0.211 4.334 0.07
H 1.733 0.346 5.952 0.09
```

Relative energy (zero: lowest compared OMol25 entry of this formula, charge and spin), eV: 0.985
Total charge: -2
Gap between HOMO and LUMO, eV: 5.39
Calculated total energy, Eh: -2569.56895

---

> Which formula does entry 2 have?

C43H73O14P2S

---

> Look up the calculated total energy of the first one.

-4888.34300 Eh

---

> What is the formula in the second record?

C43H73O14P2S

---

> What is the calculated total energy in the third record?

-2569.56895 Eh